Computed, not measured: a molecular structure, C31H32BeClNO2P2S2, with wB97M-V/def2-TZVPD.

gap between HOMO and LUMO	8.82	eV
LUMO energy	0.51	eV
HOMO energy	-0.30542	Eh
total charge	0

Last column: Löwdin charge in e.
Cartesian coordinates (Å):
Be (-0.96778, 1.26988, -0.76832)  -0.3057
Cl (-1.98111, -0.75320, -1.69368)  0.7894
C (-1.87112, -2.09467, -0.57084)  -0.6145
C (-3.05721, -2.69535, -0.19499)  -0.0977
C (-3.01423, -3.77557, 0.67297)  -0.0780
C (-1.79550, -4.23264, 1.14446)  -0.0731
C (-0.61544, -3.61772, 0.75012)  -0.0665
C (-0.62139, -2.52939, -0.12081)  -0.3950
P (0.88536, -1.59423, -0.59326)  1.0752
C (1.05443, -2.04737, -2.35880)  -0.3929
C (1.89453, -1.24799, -3.13144)  -0.0898
C (2.09491, -1.52913, -4.47619)  -0.0700
C (1.44101, -2.60192, -5.06522)  -0.0833
C (0.59004, -3.39493, -4.30622)  -0.0803
C (0.39929, -3.12130, -2.95969)  -0.1024
C (2.18706, -2.60376, 0.20821)  -0.3849
C (2.79028, -3.71691, -0.37435)  -0.0784
C (3.76248, -4.42782, 0.31501)  -0.0788
C (4.13818, -4.03885, 1.59393)  -0.0878
C (3.54690, -2.92885, 2.17984)  -0.0842
C (2.58369, -2.21027, 1.48543)  -0.1082
H (-3.99488, -2.31659, -0.57776)  0.1089
H (-3.93441, -4.25619, 0.97804)  0.1064
H (-1.75927, -5.07505, 1.82312)  0.1061
H (0.32985, -3.98569, 1.12649)  0.1024
H (2.38847, -0.39262, -2.68054)  0.0911
H (2.75230, -0.90036, -5.06265)  0.1063
H (1.58875, -2.81656, -6.11590)  0.1021
H (0.07412, -4.22999, -4.76312)  0.1026
H (-0.26587, -3.74733, -2.37537)  0.1061
H (2.50488, -4.02411, -1.37254)  0.1023
H (4.22914, -5.28797, -0.14823)  0.1037
H (4.89699, -4.59511, 2.12894)  0.1019
H (3.84369, -2.61466, 3.17232)  0.1025
H (2.13255, -1.33261, 1.93598)  0.0984
N (4.59582, 3.25329, -4.79162)  0.1436
C (3.69300, 2.94649, -4.14919)  -0.1922
C (2.56527, 2.55379, -3.34654)  -0.2521
C (1.30220, 2.44343, -3.92337)  -0.0421
C (0.22656, 2.05227, -3.14049)  -0.1051
C (0.35645, 1.74201, -1.78184)  -0.2625
C (1.64310, 1.87200, -1.23762)  -0.1563
C (2.73338, 2.27385, -1.99005)  -0.0502
H (1.17575, 2.66376, -4.97577)  0.1156
H (-0.74714, 1.97637, -3.61595)  0.0956
H (1.80011, 1.63242, -0.18995)  0.0781
H (3.71628, 2.36577, -1.54540)  0.1163
C (0.13560, 3.83061, 3.00030)  -0.0562
C (-0.94810, 4.35767, 2.07862)  -0.4220
C (-0.44036, 4.65189, 0.68408)  -0.0627
O (-2.10138, 3.46117, 2.08926)  -0.2884
P (-2.36803, 2.14554, 1.24384)  -0.0050
S (-2.75970, 2.45422, -0.67889)  0.4647
S (-0.80597, 0.87181, 1.26972)  0.4690
O (-3.67205, 1.59994, 1.94252)  -0.2840
C (-3.94406, 1.46793, 3.37300)  -0.4184
C (-4.51300, 2.77237, 3.89624)  -0.0449
C (-2.75098, 0.96586, 4.16066)  -0.0640
H (0.86724, 4.62091, 3.17443)  0.0880
H (0.64542, 2.97494, 2.56013)  0.0487
H (-0.28272, 3.53761, 3.96356)  0.0779
H (-1.36991, 5.26765, 2.50705)  0.1423
H (0.02130, 3.77420, 0.22826)  0.0491
H (0.32060, 5.43055, 0.75961)  0.0937
H (-1.23798, 5.00393, 0.03269)  0.0748
H (-4.72198, 0.70463, 3.39152)  0.1411
H (-3.73787, 3.53226, 3.97856)  0.0748
H (-4.95103, 2.60716, 4.88230)  0.0866
H (-5.29505, 3.13460, 3.23013)  0.0888
H (-1.94846, 1.70279, 4.17591)  0.0631
H (-2.36715, 0.03316, 3.74947)  0.0703
H (-3.06585, 0.78798, 5.18991)  0.0901